This record from OMol25 describes a molecular structure, C26H35N2P3Pt. The level of theory is ωB97M-V/def2-TZVPD.

Cartesian coordinates (Å):
Pt (0.13, -0.61, -0.03)
C (-2.01, -0.13, 2.93)
P (-0.38, -0.52, 2.23)
C (0.76, 0.69, 2.95)
C (0.08, -2.14, 2.89)
C (0.38, -2.34, 4.23)
C (0.70, -3.62, 4.68)
C (0.70, -4.69, 3.80)
C (0.39, -4.50, 2.46)
C (0.09, -3.22, 2.00)
P (-0.33, -2.81, 0.28)
C (0.24, -4.15, -0.80)
C (-2.14, -2.99, 0.13)
H (-1.92, 0.03, 4.01)
H (-2.71, -0.95, 2.75)
H (-2.40, 0.78, 2.47)
H (0.78, 0.62, 4.04)
H (0.43, 1.70, 2.68)
H (1.77, 0.53, 2.56)
H (0.38, -1.52, 4.94)
H (0.95, -3.78, 5.72)
H (0.94, -5.68, 4.15)
H (0.40, -5.34, 1.78)
H (-0.31, -5.06, -0.57)
H (1.31, -4.35, -0.68)
H (0.03, -3.87, -1.83)
H (-2.46, -3.86, 0.69)
H (-2.40, -3.12, -0.92)
H (-2.66, -2.10, 0.50)
C (0.64, 4.22, -2.31)
N (-0.04, 3.77, -1.09)
C (-0.75, 4.76, -0.28)
C (-0.06, 2.52, -0.78)
N (-0.06, 1.39, -0.51)
H (1.37, 4.98, -2.05)
H (-0.09, 4.63, -3.00)
H (1.14, 3.37, -2.78)
H (-0.05, 5.54, 0.02)
H (-1.15, 4.28, 0.61)
H (-1.56, 5.20, -0.86)
C (2.56, -2.32, -2.19)
P (1.81, -0.77, -1.61)
C (1.70, 0.24, -3.10)
C (2.86, 0.63, -3.77)
C (2.77, 1.35, -4.94)
C (1.52, 1.69, -5.46)
C (0.37, 1.30, -4.79)
C (0.45, 0.59, -3.61)
C (3.06, -0.03, -0.52)
C (3.87, -0.84, 0.29)
C (4.75, -0.26, 1.19)
C (4.85, 1.12, 1.28)
C (4.06, 1.93, 0.48)
C (3.16, 1.36, -0.41)
H (3.53, -2.08, -2.62)
H (1.92, -2.77, -2.95)
H (2.71, -3.03, -1.37)
H (3.84, 0.37, -3.37)
H (3.67, 1.65, -5.46)
H (1.45, 2.25, -6.38)
H (-0.60, 1.56, -5.20)
H (-0.45, 0.28, -3.09)
H (3.81, -1.92, 0.22)
H (5.38, -0.89, 1.80)
H (5.55, 1.56, 1.98)
H (4.14, 3.00, 0.54)
H (2.56, 1.99, -1.05)

Its total charge is +2. The orbital gap is 0.320 Ha.

Atom charges from the natural (NBO) analysis, given in e for atoms 1 to 2:
1. Pt 0.294
2. C -0.950

=====

This record from OMol25 describes a molecular structure, C26H35N4O2PtSSiTe at a distorted geometry. The level of theory is ωB97M-V/def2-TZVPD.

Cartesian coordinates (Å):
Pt (0.30, 0.02, 1.33)
O (1.34, 0.99, 5.35)
C (1.31, 0.72, 4.15)
O (0.27, 0.67, 3.41)
C (2.66, 0.44, 3.48)
C (3.81, 0.32, 4.26)
C (5.01, 0.04, 3.64)
C (5.04, -0.10, 2.26)
C (3.85, 0.04, 1.56)
N (2.69, 0.31, 2.16)
H (3.71, 0.44, 5.33)
H (5.92, -0.07, 4.23)
H (5.95, -0.33, 1.73)
H (3.82, -0.07, 0.49)
Te (0.84, -2.52, 2.05)
C (-0.97, -3.53, 1.63)
C (-1.13, -4.28, 0.46)
C (-2.30, -4.98, 0.23)
C (-3.34, -4.95, 1.15)
C (-3.19, -4.20, 2.31)
C (-2.02, -3.50, 2.55)
H (-0.33, -4.29, -0.27)
H (-2.40, -5.55, -0.69)
H (-4.25, -5.49, 0.96)
H (-4.00, -4.17, 3.03)
H (-1.92, -2.91, 3.45)
C (-1.44, 2.47, -2.36)
N (-2.00, 2.93, -1.10)
C (-3.34, 2.41, -0.88)
C (-1.16, 3.02, -0.01)
S (-1.44, 2.19, 1.42)
N (-0.09, 3.84, -0.16)
C (-0.03, 4.89, -1.16)
C (0.90, 3.98, 0.89)
H (-1.52, 1.38, -2.43)
H (-0.40, 2.74, -2.44)
H (-1.99, 2.92, -3.19)
H (-3.95, 2.70, -1.73)
H (-3.76, 2.83, 0.03)
H (-3.34, 1.31, -0.79)
H (-0.99, 4.99, -1.65)
H (0.74, 4.68, -1.92)
H (0.23, 5.83, -0.67)
H (0.95, 3.07, 1.49)
H (0.65, 4.81, 1.55)
H (1.88, 4.17, 0.44)
C (2.62, -1.57, -1.60)
Si (1.44, -0.10, -1.72)
C (2.30, 1.48, -1.19)
C (1.12, 0.15, -3.58)
N (0.03, -0.31, -0.74)
C (-1.09, -1.02, -1.11)
C (-2.22, -1.08, -0.27)
C (-3.38, -1.73, -0.64)
C (-3.47, -2.39, -1.87)
C (-2.36, -2.39, -2.69)
C (-1.19, -1.74, -2.32)
H (3.62, -1.33, -1.96)
H (2.23, -2.40, -2.20)
H (2.69, -1.93, -0.57)
H (3.36, 1.49, -1.46)
H (2.23, 1.63, -0.11)
H (1.83, 2.34, -1.67)
H (1.85, 0.85, -3.98)
H (0.12, 0.56, -3.76)
H (1.20, -0.78, -4.14)
H (-2.17, -0.59, 0.70)
H (-4.22, -1.75, 0.04)
H (-4.38, -2.91, -2.15)
H (-2.39, -2.92, -3.63)
H (-0.34, -1.79, -2.97)

Its total charge is -1. The orbital gap (alpha / beta) is 0.202 / 0.198 Ha. Its spin multiplicity is 3.

Atom charges from the Löwdin analysis, given in e for atoms 1 to 2:
1. Pt 0.646
2. O 0.014

=====

This record from OMol25 describes a molecular structure, C26H35N4O9PReS2Se4. The level of theory is ωB97M-V/def2-TZVPD.

Cartesian coordinates (Å):
Re (0.20, 0.01, -0.33)
Se (-0.27, 2.44, 0.38)
Se (1.12, 3.88, -0.77)
Se (-3.38, 4.13, 1.56)
Se (-2.56, 2.86, -0.21)
C (1.74, -2.11, -2.81)
C (1.25, -2.79, -1.55)
O (1.32, -4.02, -1.43)
O (0.77, -2.04, -0.62)
H (2.26, -2.83, -3.44)
H (2.40, -1.28, -2.55)
H (0.90, -1.67, -3.34)
C (-0.12, -1.48, 4.48)
O (0.69, -0.50, 3.89)
P (0.33, 0.27, 2.45)
O (1.22, 1.55, 2.79)
C (2.64, 1.54, 2.90)
O (-1.15, 0.74, 2.73)
C (-1.53, 1.70, 3.72)
H (-0.09, -1.32, 5.57)
H (0.27, -2.48, 4.28)
H (-1.16, -1.40, 4.16)
H (2.98, 2.54, 2.62)
H (3.09, 0.82, 2.23)
H (2.93, 1.32, 3.93)
H (-2.61, 1.59, 3.86)
H (-1.34, 2.70, 3.33)
H (-0.99, 1.53, 4.66)
S (-0.68, 0.41, -2.27)
N (2.01, 0.31, -0.42)
C (3.27, 0.22, -0.34)
C (4.11, 1.23, -1.06)
C (5.34, 1.65, -0.57)
C (6.07, 2.64, -1.23)
C (5.56, 3.22, -2.38)
C (4.32, 2.82, -2.86)
C (3.59, 1.84, -2.20)
C (3.93, -0.94, 0.34)
C (5.18, -1.39, -0.08)
C (5.77, -2.52, 0.47)
C (5.11, -3.23, 1.47)
C (3.86, -2.80, 1.89)
C (3.28, -1.68, 1.32)
H (5.74, 1.21, 0.34)
H (7.02, 2.96, -0.83)
H (6.12, 3.99, -2.89)
H (3.89, 3.30, -3.73)
H (2.60, 1.57, -2.55)
H (5.70, -0.86, -0.87)
H (6.74, -2.85, 0.12)
H (5.56, -4.11, 1.90)
H (3.32, -3.36, 2.64)
H (2.27, -1.40, 1.61)
C (-4.26, -2.74, 6.35)
C (-3.59, -3.59, 5.28)
S (-4.27, -3.18, 3.68)
O (-5.67, -3.52, 3.70)
O (-3.85, -1.84, 3.37)
C (-3.44, -4.33, 2.61)
C (-3.62, -4.05, 1.12)
N (-3.12, -2.75, 0.68)
C (-1.82, -2.38, 0.71)
N (-1.66, -1.14, 0.25)
C (-2.90, -0.69, -0.11)
C (-3.81, -1.66, 0.15)
N (-5.21, -1.59, -0.11)
O (-5.89, -2.60, 0.07)
O (-5.64, -0.55, -0.52)
C (-0.76, -3.28, 1.22)
H (-3.82, -2.97, 7.32)
H (-5.33, -2.95, 6.39)
H (-4.11, -1.68, 6.14)
H (-3.75, -4.66, 5.43)
H (-2.52, -3.39, 5.21)
H (-3.88, -5.30, 2.84)
H (-2.39, -4.34, 2.90)
H (-4.66, -4.11, 0.85)
H (-3.07, -4.81, 0.56)
H (-3.05, 0.31, -0.49)
H (-0.97, -4.32, 0.95)
H (-0.69, -3.21, 2.29)
H (0.19, -3.00, 0.75)

Its total charge is -2. The orbital gap (alpha / beta) is 0.139 / 0.139 Ha. Its spin multiplicity is 2.

Atom charges from the Löwdin analysis, given in e for atoms 1 to 2:
1. Re 0.723
2. Se -0.179

=====

This record from OMol25 describes a molecular structure, C26H35N5O4S2Ti. The level of theory is ωB97M-V/def2-TZVPD.

Cartesian coordinates (Å):
Ti (-0.02, 0.61, -0.35)
C (2.85, -2.97, 0.01)
C (3.69, -1.84, 0.04)
C (3.28, -0.64, -0.48)
C (2.01, -0.57, -1.09)
C (1.18, -1.69, -1.15)
C (1.61, -2.89, -0.58)
N (1.44, 0.68, -1.47)
C (2.29, 1.77, -1.87)
C (3.17, 1.57, -2.92)
C (4.00, 2.61, -3.32)
C (3.94, 3.84, -2.67)
C (3.06, 4.02, -1.61)
C (2.23, 2.98, -1.20)
H (3.20, -3.91, 0.42)
H (4.67, -1.92, 0.49)
H (3.91, 0.23, -0.43)
H (0.28, -1.65, -1.75)
H (0.98, -3.77, -0.64)
H (3.21, 0.62, -3.43)
H (4.68, 2.46, -4.14)
H (4.58, 4.65, -2.98)
H (3.03, 4.97, -1.09)
H (1.60, 3.12, -0.33)
C (0.00, 2.72, 3.71)
C (0.91, 1.55, 4.04)
C (0.38, 0.20, 3.53)
C (1.37, -0.94, 3.92)
C (1.04, -2.33, 3.39)
C (-0.96, -0.11, 4.18)
O (-1.17, 0.05, 5.34)
N (-1.96, -0.62, 3.34)
C (-1.90, -0.78, 1.98)
O (-2.83, -1.23, 1.35)
N (-0.72, -0.38, 1.35)
C (0.26, 0.19, 2.05)
O (1.13, 0.74, 1.30)
H (0.43, 3.65, 4.08)
H (-0.97, 2.61, 4.18)
H (-0.13, 2.84, 2.63)
H (1.03, 1.45, 5.11)
H (1.91, 1.69, 3.61)
H (1.38, -0.95, 5.02)
H (2.36, -0.62, 3.59)
H (0.05, -2.67, 3.70)
H (1.76, -3.04, 3.78)
H (1.10, -2.38, 2.30)
H (-2.83, -0.89, 3.79)
S (-1.81, 0.02, -2.06)
C (-2.25, -1.66, -2.22)
N (-2.38, -2.13, -3.45)
C (-2.93, -3.46, -3.77)
C (-3.76, -3.94, -2.60)
C (-2.95, -3.82, -1.33)
N (-2.48, -2.44, -1.18)
H (-2.14, -1.51, -4.21)
H (-2.10, -4.15, -3.97)
H (-3.52, -3.37, -4.68)
H (-4.06, -4.98, -2.76)
H (-4.67, -3.35, -2.52)
H (-2.09, -4.49, -1.35)
H (-3.53, -4.06, -0.44)
H (-2.62, -1.96, -0.29)
C (-3.39, 2.96, -0.33)
S (-1.72, 3.52, -0.50)
C (-1.56, 3.69, -2.26)
O (-0.88, 2.23, -0.19)
H (-4.02, 3.73, -0.79)
H (-3.61, 2.89, 0.73)
H (-3.49, 2.00, -0.83)
H (-2.06, 4.62, -2.52)
H (-2.01, 2.84, -2.76)
H (-0.49, 3.78, -2.46)

Its total charge is +2. The orbital gap is 0.266 Ha.

Atom charges from the Löwdin analysis, given in e for atoms 1 to 2:
1. Ti 0.955
2. C -0.051

=====

This record from OMol25 describes a molecular structure, C26H36AuIN6O6P at a distorted geometry. The level of theory is ωB97M-V/def2-TZVPD.

Cartesian coordinates (Å):
Au (0.03, -0.75, -1.13)
C (-2.78, 4.75, 0.51)
O (-2.94, 4.94, 1.90)
C (-2.63, 4.07, 2.86)
C (-3.11, 4.43, 4.14)
C (-2.97, 3.61, 5.22)
C (-2.29, 2.39, 5.08)
C (-1.76, 2.03, 3.86)
C (-1.90, 2.85, 2.73)
N (-1.29, 2.51, 1.52)
C (-1.02, 1.26, 1.01)
N (-1.76, 0.25, 1.51)
C (-1.73, -1.12, 1.30)
C (-0.94, -1.77, 0.37)
C (-0.97, -3.15, 0.29)
C (-1.80, -3.89, 1.13)
C (-2.63, -3.26, 2.04)
C (-2.61, -1.87, 2.14)
O (-3.37, -1.15, 2.98)
C (-4.32, -1.81, 3.80)
N (-0.13, 1.13, 0.07)
C (0.58, 2.22, -0.45)
C (1.72, 2.72, 0.16)
C (2.41, 3.78, -0.41)
C (1.96, 4.34, -1.60)
C (0.82, 3.85, -2.23)
C (0.11, 2.80, -1.65)
O (-1.06, 2.28, -2.09)
C (-1.72, 2.84, -3.20)
H (-3.54, 5.38, 0.05)
H (-2.94, 3.71, 0.21)
H (-1.79, 5.09, 0.19)
H (-3.61, 5.38, 4.22)
H (-3.35, 3.91, 6.18)
H (-2.16, 1.75, 5.94)
H (-1.17, 1.14, 3.79)
H (-0.84, 3.26, 1.01)
H (-2.49, 0.52, 2.17)
H (-0.36, -3.66, -0.44)
H (-1.83, -4.97, 1.05)
H (-3.28, -3.85, 2.66)
H (-4.78, -1.03, 4.40)
H (-3.83, -2.53, 4.46)
H (-5.07, -2.31, 3.20)
H (2.07, 2.27, 1.08)
H (3.28, 4.18, 0.08)
H (2.49, 5.16, -2.04)
H (0.50, 4.29, -3.16)
H (-2.74, 2.46, -3.16)
H (-1.26, 2.52, -4.14)
H (-1.73, 3.93, -3.16)
N (4.60, -3.39, 1.19)
C (3.24, -3.78, 0.77)
P (3.13, -3.23, -1.05)
O (4.56, -2.82, -1.32)
O (2.02, -2.28, -1.28)
C (2.97, -4.81, -2.09)
N (4.24, -4.90, -2.85)
H (5.02, -2.99, 0.28)
H (5.17, -4.17, 1.52)
H (4.62, -2.66, 1.91)
H (2.48, -3.25, 1.33)
H (3.09, -4.85, 0.90)
H (2.13, -4.69, -2.77)
H (2.81, -5.70, -1.49)
H (4.77, -5.76, -2.68)
H (4.79, -4.06, -2.50)
H (4.10, -4.80, -3.86)
N (2.16, -0.04, -4.06)
C (1.04, -0.75, -4.21)
O (0.14, -0.79, -3.37)
C (0.90, -1.54, -5.48)
I (2.37, -3.09, -5.48)
H (2.31, 0.48, -3.21)
H (2.87, 0.00, -4.77)
H (1.07, -0.96, -6.38)
H (-0.08, -2.02, -5.52)

Its total charge is +3. The orbital gap is 0.140 Ha.

Atom charges from the Löwdin analysis, given in e for atoms 1 to 2:
1. Au 1.202
2. C -0.054

=====

This record from OMol25 describes a molecular structure, C26H36BrN3O2Pt. The level of theory is ωB97M-V/def2-TZVPD.

Cartesian coordinates (Å):
Pt (0.34, -0.75, -1.17)
C (0.77, -0.38, 0.95)
C (0.49, 1.05, 1.17)
C (-0.79, 1.12, 1.83)
C (-1.23, -0.25, 2.00)
C (-0.28, -1.16, 1.56)
C (-0.28, -2.63, 1.83)
C (0.85, -3.35, 1.10)
C (-0.08, -2.79, 3.36)
C (-1.63, -3.24, 1.42)
C (-1.68, 2.17, 2.45)
C (-1.39, 3.66, 2.24)
C (-1.67, 1.89, 3.98)
C (-3.12, 1.93, 1.91)
C (1.54, 2.08, 0.82)
C (2.72, 1.42, 0.09)
C (1.01, 3.18, -0.11)
C (2.08, 2.67, 2.16)
H (1.80, -0.74, 0.96)
H (-2.16, -0.53, 2.47)
H (1.84, -3.12, 1.52)
H (0.87, -3.10, 0.04)
H (0.71, -4.43, 1.17)
H (0.85, -2.32, 3.69)
H (-0.04, -3.86, 3.60)
H (-0.91, -2.35, 3.91)
H (-1.75, -3.22, 0.34)
H (-2.47, -2.70, 1.87)
H (-1.68, -4.27, 1.76)
H (-0.37, 3.94, 2.49)
H (-2.05, 4.22, 2.90)
H (-1.62, 3.97, 1.22)
H (-0.66, 2.01, 4.40)
H (-2.02, 0.89, 4.22)
H (-2.33, 2.61, 4.47)
H (-3.14, 1.96, 0.82)
H (-3.76, 2.73, 2.29)
H (-3.55, 0.99, 2.25)
H (2.38, 0.84, -0.78)
H (3.31, 0.76, 0.73)
H (3.38, 2.19, -0.29)
H (0.51, 2.75, -0.99)
H (1.86, 3.78, -0.45)
H (0.31, 3.85, 0.37)
H (2.82, 2.01, 2.60)
H (1.29, 2.83, 2.90)
H (2.56, 3.63, 1.95)
Br (3.06, -2.48, -2.15)
C (2.54, -1.10, -3.31)
C (3.25, -0.79, -4.45)
C (2.79, 0.26, -5.24)
C (1.65, 0.96, -4.89)
C (0.99, 0.58, -3.74)
N (1.43, -0.42, -2.97)
C (-0.26, 1.27, -3.24)
O (-0.81, 2.08, -3.93)
O (-0.64, 0.90, -2.04)
H (4.14, -1.35, -4.71)
H (3.34, 0.53, -6.13)
H (1.26, 1.78, -5.47)
N (-1.76, -3.51, -3.54)
C (-2.66, -2.47, -3.58)
C (-2.20, -1.55, -2.69)
N (-1.04, -2.06, -2.11)
C (-0.80, -3.24, -2.66)
H (-1.83, -4.36, -4.09)
H (-3.52, -2.45, -4.23)
H (-2.60, -0.60, -2.42)
H (0.02, -3.90, -2.43)

Its total charge is +2. The orbital gap (alpha / beta) is 0.333 / 0.229 Ha. Its spin multiplicity is 5.

Atom charges from the natural (NBO) analysis, given in e for atoms 1 to 2:
1. Pt 1.287
2. C -0.440

=====

| no. | calculated total energy (eV) |
| --- | --- |
| 1 | -61613.079 |
| 2 | -66840.649 |
| 3 | -346394.031 |
| 4 | -87947.857 |
| 5 | -69828.804 |
| 6 | -109383.218 |